The following is a quantum chemistry calculation of an isolated ion of composition C4H11N2 and charge +1 at a distorted geometry, from the OMol25 dataset.

Atoms and positions in Å:
C -0.48 1.75 -1.66
C 0.97 1.41 -1.11
C 0.96 0.61 0.19
N 0.19 -0.62 0.18
C -0.65 -0.99 1.12
N -0.97 -2.24 1.37
H -1.00 2.41 -0.99
H -0.38 2.30 -2.62
H -1.08 0.81 -1.77
H 1.81 1.12 -1.76
H 1.37 2.39 -0.81
H 1.93 0.32 0.38
H 0.76 1.25 1.00
H 0.68 -1.46 -0.21
H -1.19 -0.35 1.77
H -1.92 -2.43 1.73
H -0.34 -3.06 1.19

Calculated values
- Gap between HOMO and LUMO: 0.4099 Ha
- Net charge: +1
- SMILES string: CCCNC=[NH2+]
- ΔE to the lowest compared entry with this formula, charge and spin: 134.36 kJ/mol
- Energy: -268.25372 hartree
- LUMO level: -0.1458 Eh

Okay, here come the Mulliken numbers, in e, for every atom: -1.0665 -0.5016 -0.7855 -0.2049 0.2190 -0.3594 0.3194 0.3262 0.2949 0.3843 0.2915 0.3894 0.5219 0.2819 0.3615 0.2730 0.2548


The following is a quantum chemistry calculation of C5H6N as an isolated structure at a distorted geometry, from the OMol25 dataset.

Atoms and positions in Å:
C 2.01 0.50 0.24
C -1.03 -0.69 0.17
C -0.92 0.84 0.06
C 0.33 -0.82 -0.52
C 0.30 0.69 -0.74
N 1.46 -0.58 0.30
H 2.81 1.13 0.56
H -1.08 -1.08 1.18
H -1.83 -1.13 -0.42
H -1.70 1.30 -0.55
H -0.86 1.44 0.97
H 0.52 -1.61 -1.25

Calculated values
- Gap between HOMO and LUMO: 0.3276 Ha
- Net charge: +1
- ΔE to the lowest compared entry with this formula, charge and spin: 597.83 kJ/mol
- Energy: -248.38799 hartree
- LUMO level: -0.2318 Eh

Okay, here come the Mulliken numbers, in e, for every atom: 0.0470 -0.7581 -0.3634 0.2791 -0.0843 -0.1656 0.3809 0.2915 0.3152 0.3027 0.3169 0.4381